# 1
87
Properties=species:S:1:pos:R:3:forces:R:3:mulliken_charge:R:1 method="wB97M-V/def2-TZVPD" max_force_ev_per_a=9.84 e_tot_ev=-183659.431 homo_ev=-8.2 homo_lumo_gap_ev=1.91
N 4.948 -3.142 1.895 -0.10 1.33 -0.69 -0.561
P 4.374 -1.537 1.261 3.66 1.54 0.75 0.196
O 4.072 -0.505 2.662 -0.45 -0.89 -2.99 -0.451
N 2.856 -1.721 0.345 -1.19 -1.22 2.77 0.012
Cl 2.966 -2.905 -0.908 0.12 0.22 0.38 0.009
S 1.462 -1.950 1.373 -9.31 2.98 -1.16 1.105
O 0.257 -2.258 0.401 5.25 0.20 3.43 -0.556
O 1.078 -0.639 2.148 3.11 -5.44 -2.26 -0.501
F 1.563 -3.288 2.444 0.45 2.55 -2.83 -0.285
H 5.238 -3.664 1.019 -0.48 0.77 1.26 0.293
H 5.849 -2.965 2.426 -1.49 -0.09 -0.69 0.292
H 3.958 0.417 2.239 0.23 -2.00 0.96 0.357
C -0.628 -1.692 -4.900 0.22 0.53 2.01 -1.223
C -0.726 -1.278 -3.465 3.02 1.63 -1.86 0.446
O -0.139 -0.349 -2.947 -0.69 0.16 -0.35 -0.486
N -1.490 -2.038 -2.546 -0.68 -1.20 1.27 0.231
C -2.638 -1.286 -1.984 -0.93 0.08 0.39 -0.707
H -0.008 -0.975 -5.445 -0.27 -0.26 0.18 0.301
H -0.169 -2.681 -4.963 -0.29 -0.07 -0.11 0.398
H -1.624 -1.711 -5.347 -0.08 -0.26 -0.57 0.445
H -1.772 -2.930 -2.955 -0.12 -0.16 0.30 0.424
H -0.843 -2.165 -1.761 -0.01 -0.67 0.41 0.168
H -3.151 -1.954 -1.287 -0.10 0.12 0.08 0.310
H -3.307 -1.007 -2.802 0.04 -0.10 0.09 0.307
H -2.267 -0.406 -1.452 0.06 -0.29 -0.16 0.309
F -1.107 -1.586 -7.083 -0.43 0.31 -0.72 -0.841
C 2.675 7.647 -2.702 -0.11 -0.16 -0.52 -0.771
Si 1.847 6.371 -3.827 0.45 -1.29 1.11 -0.361
C 3.200 5.613 -4.881 0.00 0.16 -0.18 -1.046
C 0.669 7.310 -4.943 0.35 0.25 -0.24 -0.550
N 1.038 5.199 -2.824 -0.88 0.73 -1.21 -0.057
Si 0.161 3.869 -3.529 1.12 0.90 1.41 -0.055
C 1.256 2.728 -4.539 -0.13 0.09 -0.15 -0.317
C -1.274 4.429 -4.599 0.09 0.04 -0.06 -0.235
C -0.571 2.829 -2.129 -0.06 0.48 -0.24 -0.161
H 3.192 8.398 -3.307 -0.09 0.05 0.15 0.272
H 1.932 8.157 -2.083 0.07 0.24 0.31 0.230
H 3.409 7.168 -2.048 -0.22 0.06 0.03 0.219
H 3.826 6.401 -5.314 0.00 -0.04 0.01 0.369
H 2.789 5.032 -5.710 0.07 -0.01 0.06 0.328
H 3.845 4.963 -4.283 -0.11 0.05 -0.04 0.308
H -0.196 7.675 -4.381 -0.43 0.15 -0.25 0.092
H 0.314 6.690 -5.769 -0.19 0.09 0.19 0.237
H 1.175 8.176 -5.381 -0.12 0.02 0.05 0.291
H 1.547 3.184 -5.488 0.01 -0.08 0.06 0.294
H 0.721 1.802 -4.772 0.12 -0.15 -0.02 -0.080
H 2.161 2.464 -3.985 -0.15 -0.02 -0.05 0.287
H -1.879 5.178 -4.081 -0.03 -0.31 -0.11 -0.022
H -1.921 3.578 -4.834 -0.28 0.70 -0.36 -0.006
H -0.931 4.849 -5.547 -0.13 -0.13 0.01 0.317
H -1.255 3.428 -1.519 0.03 -0.08 -0.07 0.259
H 0.221 2.438 -1.484 -0.18 -0.10 -0.17 0.247
H -1.130 1.982 -2.536 0.07 -0.31 0.47 -0.436
O -4.003 9.002 -2.117 1.29 -4.78 0.61 -0.714
V -3.807 7.257 -2.173 -1.98 0.87 -3.30 1.418
O -3.610 5.512 -2.228 0.21 2.73 0.81 -0.623
Na -2.103 1.707 -4.396 0.14 -0.58 -0.16 0.805
B -3.603 -3.951 1.320 -0.13 -0.33 0.56 0.634
F -4.424 -5.094 1.683 0.99 1.39 -0.46 -0.400
F -4.440 -2.922 0.724 0.97 -0.85 0.30 -0.408
F -2.958 -3.421 2.510 -0.70 -0.57 -1.39 -0.413
F -2.590 -4.366 0.364 -0.94 0.62 0.64 -0.407
Li -0.440 7.767 -2.363 0.82 -0.61 -0.18 0.740
Cl -3.542 -7.702 5.157 0.00 -0.14 0.08 -0.220
C -4.111 -6.034 4.897 -0.18 0.45 -0.12 -0.117
C -5.078 -5.583 5.980 0.38 0.19 -0.03 -0.420
Cl -6.636 -6.442 5.890 -0.06 -0.07 0.06 -0.205
H -4.565 -5.981 3.903 0.13 -0.02 0.22 0.141
H -3.224 -5.393 4.901 -0.20 -0.07 0.01 0.207
H -5.298 -4.517 5.861 0.07 -0.21 -0.11 0.298
H -4.664 -5.735 6.980 -0.10 -0.09 -0.21 0.323
Cl -4.436 5.976 -4.931 0.45 0.88 1.90 -0.311
O 3.671 -3.230 6.349 -0.86 0.10 0.62 -0.647
S 2.254 -3.082 6.608 -0.56 -0.21 -0.34 1.163
O 1.752 -2.298 7.716 0.78 -0.58 -0.59 -0.609
O 1.567 -4.559 6.658 0.25 1.18 -0.60 -0.195
C 2.103 -5.530 7.544 0.28 -0.70 0.83 -0.383
C 1.658 -5.283 8.973 0.02 0.30 0.25 -0.978
C 1.464 -2.521 5.121 0.02 -0.28 0.20 -0.952
H 3.195 -5.565 7.470 -0.10 0.15 -0.09 0.320
H 1.726 -6.505 7.217 -0.04 0.32 -0.25 0.274
H 2.097 -4.361 9.367 -0.05 -0.13 -0.05 0.292
H 1.965 -6.108 9.622 -0.04 0.02 -0.13 0.387
H 0.570 -5.172 9.027 0.15 -0.11 -0.05 0.260
H 1.795 -3.143 4.287 -0.05 0.19 0.76 0.252
H 1.757 -1.482 4.953 0.06 -0.12 0.14 0.443
H 0.381 -2.585 5.249 0.16 -0.02 0.02 0.399

# 2
9
Properties=species:S:1:pos:R:3:forces:R:3:mulliken_charge:R:1 method="wB97M-V/def2-TZVPD" max_force_ev_per_a=4.42 e_tot_ev=-7264.885 homo_ev=-8.3 homo_lumo_gap_ev=8.18 de_lowest_kcal_mol=133.8
C -2.580 0.468 -0.277 0.92 0.46 0.72 -0.293
C -1.405 0.309 0.092 -0.29 -0.03 -0.60 -0.573
C 1.151 0.219 0.366 -2.37 -1.82 1.51 0.273
O 1.497 1.255 -0.335 0.15 -1.84 -0.97 -0.328
O 1.487 -1.014 -0.145 0.61 4.31 -0.77 -0.467
H -3.620 0.803 -0.447 1.26 -0.62 0.08 0.291
H 0.907 0.447 1.460 0.61 -0.82 -1.83 0.351
H 1.572 0.887 -1.255 0.10 0.85 0.46 0.382
H 1.299 -1.864 0.213 -0.99 -0.49 1.39 0.364

# 3
49
Properties=species:S:1:pos:R:3:forces:R:3:mulliken_charge:R:1 method="wB97M-V/def2-TZVPD" smiles="COc1cccc(C(=O)N(c2ccc(OC)cc2OC)[C@H]2C=CS(=O)(=O)C2)c1" max_force_ev_per_a=19.69 e_tot_ev=-45670.637 homo_ev=-7.8 homo_lumo_gap_ev=7.88 de_lowest_kcal_mol=468.0
C 1.750 -5.846 -0.348 4.53 -3.73 -7.30 -0.657
H 1.737 -7.037 -0.542 0.66 2.47 0.35 0.210
O 0.836 -5.681 0.496 -5.74 4.68 7.02 -0.370
C 0.525 -4.278 0.858 2.03 -0.99 -3.32 0.634
C 1.065 -3.165 0.198 -1.41 2.64 4.91 -1.050
C 0.862 -1.785 0.830 -1.30 -3.44 -1.51 0.714
C -0.115 -1.534 1.943 6.31 -3.37 -7.84 -1.176
C -0.639 -2.715 2.197 -3.10 1.15 5.22 -0.829
C -0.378 -3.959 1.770 -3.48 -5.27 2.90 -0.570
H -0.977 -4.895 2.262 1.50 2.52 -1.01 0.172
H -1.193 -2.521 3.116 -1.12 -1.44 -0.04 0.390
H -0.086 -0.553 2.048 -1.24 4.03 2.18 1.307
C 1.538 -0.759 0.049 9.90 0.46 1.75 0.804
O 3.008 -0.825 0.020 -7.71 0.00 -0.52 -0.781
N 1.000 0.385 -0.309 -3.46 1.65 2.34 0.543
C -0.433 0.520 -0.085 -1.33 -4.53 -5.51 0.187
C -1.254 1.414 0.511 7.62 3.17 1.87 -1.497
C -2.527 1.538 0.519 -1.28 -7.69 -5.29 -1.250
C -3.086 0.407 -0.297 -7.45 15.07 10.25 1.298
C -2.458 -0.448 -0.816 3.31 -14.26 -10.75 -0.996
C -1.125 -0.482 -1.033 2.07 5.32 6.44 1.155
O -0.284 -1.305 -1.484 -1.08 -5.27 -4.46 -0.258
C -0.929 -2.511 -2.179 -5.69 3.77 -0.04 -1.093
H -0.206 -3.058 -2.501 4.94 -3.18 -1.76 0.565
H -1.548 -2.207 -3.268 1.56 -0.43 3.58 0.247
H -1.578 -3.187 -1.501 0.86 1.76 -0.79 0.342
H -3.281 -1.212 -1.468 2.71 1.85 1.87 0.027
O -4.384 0.406 -0.345 -5.84 0.65 0.32 -0.574
C -5.338 1.517 0.460 0.38 -1.36 -7.58 -0.747
H -6.386 1.147 0.234 1.55 0.32 0.44 0.212
H -5.009 1.390 1.385 1.09 0.19 4.12 0.417
H -5.121 2.456 -0.160 -0.32 -1.13 1.62 0.289
H -2.928 2.261 0.992 -3.45 4.67 2.90 0.893
H -0.677 2.229 0.971 -0.20 -0.09 0.42 0.270
C 1.716 1.538 -0.718 8.14 -4.96 5.22 -0.118
C 1.169 2.192 -1.704 -7.90 6.48 -9.63 -0.363
C 0.705 3.470 -1.714 7.78 -6.84 7.47 -0.741
H 0.152 4.198 -1.895 -5.00 5.82 -3.40 0.742
S 1.446 4.070 0.029 -11.62 -11.48 2.85 1.062
O 0.486 4.416 1.058 -2.19 -1.57 -0.27 -0.662
O 2.273 5.040 -0.030 13.29 13.92 -3.31 -0.598
C 2.324 2.625 0.596 -5.34 -1.92 -5.78 -1.186
H 3.275 2.771 0.340 4.04 0.13 0.13 0.586
H 1.835 2.201 1.384 -0.20 -0.78 2.65 0.524
H 0.700 1.764 -2.677 1.38 -0.66 1.68 0.163
H 2.587 0.887 -1.202 -0.37 1.84 1.27 0.440
H 1.887 -3.327 -0.360 2.48 0.14 -2.52 0.769
H 1.382 -5.460 -1.358 0.99 -0.10 0.54 0.266
H 2.830 -5.510 -0.191 -1.33 -0.19 0.30 0.288

# 4
95
Properties=species:S:1:pos:R:3:forces:R:3:mulliken_charge:R:1 method="wB97M-V/def2-TZVPD" max_force_ev_per_a=0.54 e_tot_ev=-194477.009 homo_ev=-3.7 homo_lumo_gap_ev=5.24 total_charge=-1 de_lowest_kcal_mol=11.6
Rb -0.151 0.124 -0.420 0.44 -0.16 0.27 0.753
C 2.859 -0.855 -1.190 -0.05 0.03 -0.01 -0.595
C 2.266 -2.088 -0.823 -0.11 -0.03 0.00 0.296
C 1.282 -2.384 -1.830 0.04 -0.06 0.06 -0.492
C 1.319 -1.320 -2.758 0.00 0.00 -0.04 -0.535
C 2.283 -0.380 -2.374 0.04 0.14 -0.03 -0.698
C 2.656 0.872 -3.140 0.00 0.00 -0.03 2.729
C 3.540 0.503 -4.343 0.00 0.02 0.00 -2.030
C 3.438 1.843 -2.253 0.00 -0.02 0.03 -2.036
C 1.401 1.575 -3.676 -0.06 -0.02 -0.04 -1.483
C 0.277 -3.527 -2.016 0.01 -0.06 -0.03 2.933
C -0.369 -3.460 -3.410 0.02 0.03 0.01 -2.339
C 0.918 -4.920 -1.926 -0.07 0.01 0.02 -1.945
C -0.890 -3.443 -1.017 -0.08 -0.02 0.04 -1.067
C 2.828 -2.880 0.361 0.03 -0.06 -0.04 2.723
C 3.709 -1.978 1.243 -0.02 -0.01 -0.01 -2.226
C 1.759 -3.452 1.301 0.02 0.00 0.00 -1.037
C 3.742 -4.018 -0.127 0.02 -0.02 0.01 -1.824
H 3.639 -0.355 -0.637 0.02 0.02 -0.03 0.198
H 0.670 -1.224 -3.615 0.04 0.02 -0.05 0.223
H 4.456 0.017 -4.002 0.01 0.00 0.01 0.371
H 3.811 1.391 -4.926 0.00 0.00 -0.01 0.476
H 3.016 -0.196 -4.996 -0.01 0.00 0.00 0.335
H 4.387 1.403 -1.940 0.00 0.00 0.00 0.308
H 2.878 2.092 -1.350 -0.01 0.00 0.00 0.315
H 3.658 2.768 -2.795 0.00 0.01 -0.01 0.488
H 0.905 0.968 -4.436 0.01 -0.02 0.01 0.322
H 1.657 2.537 -4.133 0.00 0.01 -0.01 0.485
H 0.657 1.748 -2.895 0.06 0.02 0.04 -0.061
H 0.389 -3.494 -4.194 0.00 -0.01 -0.01 0.423
H -0.956 -2.550 -3.538 0.00 0.00 -0.01 0.320
H -1.043 -4.311 -3.541 0.00 -0.01 0.00 0.486
H 1.741 -5.002 -2.639 0.01 0.02 -0.01 0.375
H 0.178 -5.690 -2.165 0.00 -0.01 0.00 0.460
H 1.311 -5.143 -0.937 -0.04 0.01 0.04 0.258
H -1.453 -2.510 -1.151 0.10 -0.07 -0.07 0.132
H -0.542 -3.492 0.013 0.01 0.01 -0.03 -0.151
H -1.592 -4.269 -1.177 -0.01 0.00 0.02 0.446
H 3.165 -1.094 1.581 -0.01 0.01 0.00 0.284
H 4.596 -1.640 0.708 0.01 0.00 -0.01 0.404
H 4.045 -2.540 2.120 0.00 0.00 0.02 0.479
H 1.117 -2.644 1.657 -0.02 -0.01 -0.01 -0.560
H 2.231 -3.927 2.168 0.01 0.00 0.00 0.562
H 1.127 -4.197 0.826 0.00 -0.04 -0.04 0.283
H 4.555 -3.599 -0.723 0.00 0.01 0.00 0.356
H 3.212 -4.732 -0.755 0.05 0.04 0.04 0.235
H 4.176 -4.561 0.721 0.01 -0.01 0.00 0.445
N -2.125 1.025 2.523 0.04 0.04 -0.03 -0.272
C -3.043 -0.102 2.647 -0.03 -0.03 0.01 -0.750
C -2.309 -1.400 2.946 -0.04 0.02 0.04 -0.933
N -1.441 -1.808 1.847 -0.07 0.04 -0.01 -0.287
H -1.649 1.202 3.401 -0.01 -0.02 0.00 0.116
H -2.625 1.870 2.276 -0.04 0.00 0.03 0.243
H -3.580 -0.202 1.699 0.02 -0.01 -0.01 0.460
H -3.803 0.038 3.429 0.01 0.01 -0.01 0.402
H -3.063 -2.157 3.207 0.00 0.01 -0.01 0.477
H -1.689 -1.258 3.839 0.00 0.01 -0.01 0.391
H -1.985 -1.950 1.002 -0.04 -0.01 0.04 0.190
H -1.002 -2.699 2.047 -0.01 0.02 0.01 0.196
Br 0.827 2.181 6.722 0.00 0.00 -0.02 -0.189
C 0.963 1.741 4.886 0.01 -0.08 -0.03 -0.533
C 0.949 0.417 4.489 -0.01 0.00 0.06 -0.859
C 1.025 0.163 3.127 0.01 0.06 -0.04 0.647
N 1.126 1.112 2.205 0.16 -0.06 0.12 0.522
C 1.160 2.380 2.603 -0.09 -0.06 0.06 0.925
C 1.065 2.747 3.946 -0.02 0.04 -0.01 -0.765
C 1.254 3.407 1.527 0.00 0.12 -0.10 -0.037
C 1.700 4.699 1.792 -0.03 -0.03 0.00 -0.769
C 1.724 5.605 0.747 -0.02 -0.05 -0.06 -0.323
Br 2.315 7.371 1.052 -0.01 0.00 0.00 -0.180
C 1.321 5.216 -0.516 0.01 0.04 0.03 -1.092
C 0.904 3.902 -0.672 0.01 0.03 0.01 -0.272
N 0.870 3.015 0.314 0.00 0.05 -0.07 1.024
H 0.874 -0.388 5.205 0.00 0.00 0.00 0.511
H 0.985 -0.854 2.757 0.02 -0.01 0.02 -0.435
H 1.045 3.782 4.254 0.01 0.01 -0.03 0.470
H 2.033 4.998 2.775 0.00 -0.02 0.01 0.463
H 1.323 5.902 -1.351 0.00 0.01 0.00 0.543
H 0.568 3.556 -1.643 0.01 0.01 -0.01 0.432
O -3.613 1.705 -3.299 -0.04 0.04 -0.05 -0.810
C -2.916 1.729 -2.282 0.02 0.10 0.04 -0.088
O -2.328 0.793 -1.684 -0.34 0.05 -0.05 -0.572
C -2.704 3.119 -1.635 -0.04 -0.04 -0.05 -0.548
C -2.871 4.278 -2.388 0.01 0.00 -0.03 -0.602
C -2.614 5.523 -1.840 0.01 -0.06 0.03 -0.870
C -2.224 5.590 -0.509 0.04 -0.02 -0.01 -0.276
C -2.086 4.459 0.279 -0.07 0.01 -0.09 0.396
C -2.316 3.225 -0.305 0.03 -0.02 0.08 0.632
N -1.911 6.895 0.076 -0.08 0.17 0.11 1.150
O -2.000 7.881 -0.636 0.05 -0.09 0.05 -0.669
O -1.583 6.936 1.250 0.01 -0.01 -0.12 -0.623
H -3.195 4.168 -3.415 0.00 0.01 0.00 0.500
H -2.708 6.431 -2.417 0.00 0.01 0.01 0.497
H -1.770 4.558 1.308 0.01 0.01 0.00 0.604
H -2.156 2.314 0.255 -0.02 0.00 -0.02 0.139